[1]
Here is a single C7H10 molecule from OMol25. Energies are from wB97M-V/def2-TZVPD.

The value obtained for the LUMO energy is 1.05 eV. Its maximum force is 1.8 eV Å⁻¹. Its energy above the lowest of the compared OMol25 structures with the same formula, charge and spin is 350.13 kJ/mol. As for the total energy: -272.5846 hartree.

The geometry in ORCA input format:
```
! wB97M-V def2-TZVPD RIJCOSX def2/J DEFGRID3
* xyz 0 1
C 1.6755 0.6871 -0.4325
C 0.2377 0.9692 -0.8065
C -0.9026 1.1288 0.1722
C -0.6707 0.4154 1.4678
C -0.5214 -0.9063 1.3765
C -0.5348 -1.4253 -0.0427
C -0.6717 -0.1987 -0.9159
H 2.1507 0.1825 -1.2839
H 2.2261 1.6107 -0.2417
H 1.7705 0.0369 0.4411
H 0.1701 1.6569 -1.6484
H -1.7979 0.6087 -0.3824
H -0.6595 0.9490 2.4177
H -0.4419 -1.5757 2.2261
H 0.3763 -1.9793 -0.2938
H -1.3852 -2.1030 -0.2015
H -1.1742 -0.2949 -1.8818
*
```

These are the Löwdin partial charges, in e, on atoms 1 to 8: number 1, C, carries -0.057; number 2, C, carries -0.329; number 3, C, carries -0.102; number 4, C, carries -0.105; number 5, C, carries -0.107; number 6, C, carries -0.164; number 7, C, carries -0.200; number 8, H, carries 0.085

---

[2]
Here is 2 unconnected molecules or ions with the total composition C4H7NO2 from OMol25. Energies are from wB97M-V/def2-TZVPD.

The value obtained for the LUMO energy is 0.28 eV. Its maximum force is 1.5 eV Å⁻¹. Its energy above the lowest of the compared OMol25 structures with the same formula, charge and spin is 203.31 kJ/mol. As for the total energy: -361.8034 hartree.

The geometry in ORCA input format:
```
! wB97M-V def2-TZVPD RIJCOSX def2/J DEFGRID3
* xyz 0 1
N -1.9954 0.0979 -0.4946
C -1.0416 0.7243 -0.3211
C 0.0751 1.5834 0.0789
C 1.1462 0.7054 0.7822
C 1.0457 -0.5971 0.0375
O 0.6325 -1.6096 0.5491
H -0.4055 2.3178 0.7337
H 0.4756 2.1010 -0.8007
H 0.8908 0.5278 1.8315
H 2.1622 1.1089 0.7062
H 1.2441 -0.5296 -1.0538
O -1.3918 -2.2333 -1.0779
H -2.1713 -2.0841 -0.5301
H -0.6690 -2.1106 -0.4406
*
```

These are the Löwdin partial charges, in e, on atoms 1 to 8: number 1, N, carries 0.189; number 2, C, carries -0.220; number 3, C, carries -0.148; number 4, C, carries -0.127; number 5, C, carries -0.274; number 6, O, carries 0.053; number 7, H, carries 0.126; number 8, H, carries 0.126

---

[3]
Here is a molecular structure, C36H45IIrO2PSb from OMol25. Energies are from wB97M-V/def2-TZVPD.

The value obtained for the LUMO energy (alpha / beta) is -2.55 / -5.12 eV. Its maximum force is 0.1 eV Å⁻¹. Its energy above the lowest of the compared OMol25 structures with the same formula, charge and spin is 0.00 kJ/mol. Its expectation value of S² is 6.04. As for the total energy: -2532.5960 hartree.

The geometry in ORCA input format:
```
! wB97M-V def2-TZVPD RIJCOSX def2/J DEFGRID3
* xyz 1 5
Ir -0.4652 -0.3007 0.1012
I -0.1221 2.0576 1.6567
C -0.9517 3.0514 -0.0027
C -0.9338 4.4194 0.0013
C -1.5251 5.1201 -1.0653
C -2.1201 4.4363 -2.0893
C -2.1467 3.0246 -2.0974
C -2.7988 2.3102 -3.1407
C -2.8814 0.9459 -3.1239
C -2.2935 0.2208 -2.0727
C -1.5755 0.8663 -1.0717
C -1.5379 2.2998 -1.0442
H -0.4793 4.9658 0.8169
H -1.5112 6.2013 -1.0603
H -2.5862 4.9712 -2.9073
H -3.2558 2.8773 -3.9424
H -3.4089 0.4194 -3.9082
H -2.3964 -0.8595 -2.0468
O -2.4430 -2.7892 0.0064
C -1.9896 -2.5252 1.0922
O -0.8101 -1.8835 1.2165
C -2.6495 -2.8239 2.4005
P -3.4503 -1.3646 3.2588
C -2.0645 -0.4244 4.0097
C -2.4417 0.7034 4.7460
C -1.4997 1.4935 5.3864
C -0.1561 1.1463 5.3417
C 0.2283 -0.0017 4.6634
C -0.7160 -0.7800 4.0020
C -3.9400 -0.3138 1.8282
C -4.7233 -0.9012 0.8305
C -5.2539 -0.1392 -0.1980
C -5.0338 1.2312 -0.2398
C -4.2694 1.8282 0.7496
C -3.7237 1.0621 1.7718
H -1.9342 -3.2417 3.1110
H -3.4328 -3.5610 2.2361
H -3.4919 0.9624 4.8272
H -1.8186 2.3663 5.9411
H 0.5804 1.7484 5.8578
H 1.2685 -0.3056 4.6597
H -0.3844 -1.6649 3.4794
H -4.9270 -1.9647 0.8520
H -5.8556 -0.6176 -0.9603
H -5.4638 1.8285 -1.0337
H -4.0980 2.8982 0.7343
H -3.1380 1.5530 2.5364
C 4.7678 -1.6422 0.3061
C 3.5292 -0.8749 0.7592
C 3.9042 0.5546 1.1438
C 2.8702 -1.5597 1.9568
Sb 2.0193 -0.7931 -0.8127
C 1.8432 -2.7484 -1.7600
C 2.9935 -3.0225 -2.7240
C 1.8019 -3.8047 -0.6566
C 0.5012 -2.7618 -2.4958
C 2.5967 0.6870 -2.3036
C 1.7096 0.4864 -3.5310
C 2.3189 2.0694 -1.7146
C 4.0704 0.5481 -2.6754
H 5.5013 -1.6420 1.1187
H 5.2426 -1.1852 -0.5632
H 4.5473 -2.6830 0.0696
H 4.5677 0.5209 2.0136
H 3.0299 1.1494 1.4195
H 4.4390 1.0730 0.3475
H 3.5837 -1.5866 2.7866
H 2.5709 -2.5858 1.7433
H 1.9849 -1.0136 2.2946
H 3.9667 -2.9862 -2.2323
H 3.0049 -2.3246 -3.5616
H 2.8731 -4.0273 -3.1411
H 2.7530 -3.9014 -0.1328
H 1.5810 -4.7751 -1.1117
H 1.0156 -3.5992 0.0739
H 0.4215 -1.9814 -3.2536
H -0.3393 -2.6651 -1.8021
H 0.3897 -3.7259 -3.0018
H 0.6464 0.5349 -3.2796
H 1.9061 -0.4583 -4.0380
H 1.9157 1.2896 -4.2454
H 1.2607 2.2000 -1.4786
H 2.5839 2.8271 -2.4591
H 2.9013 2.2724 -0.8157
H 4.3067 -0.4369 -3.0793
H 4.7287 0.7390 -1.8271
H 4.3120 1.2867 -3.4464
*
```

These are the Löwdin partial charges, in e, on atoms 1 to 8: number 1, Ir, carries 1.040; number 2, I, carries 1.177; number 3, C, carries -0.598; number 4, C, carries -0.131; number 5, C, carries -0.052; number 6, C, carries -0.008; number 7, C, carries -0.160; number 8, C, carries -0.001

---

[4]
Here is a molecular structure, C64H61F3N2O2P2PdS from OMol25. Energies are from wB97M-V/def2-TZVPD.

The value obtained for the LUMO energy is -1.72 eV. Its maximum force is 3.8 eV Å⁻¹. Its energy above the lowest of the compared OMol25 structures with the same formula, charge and spin is 0.00 kJ/mol. As for the total energy: -4243.6577 hartree.

The geometry in ORCA input format:
```
! wB97M-V def2-TZVPD RIJCOSX def2/J DEFGRID3
* xyz 0 1
C 4.8153 -1.6902 9.1044
C 3.9625 -1.3031 7.9339
C 4.1248 -1.8697 6.6587
C 3.4126 -1.3890 5.5696
C 2.5333 -0.2634 5.6965
C 1.9680 0.3576 4.5432
S 1.5590 2.0258 4.4539
C 3.1069 3.0336 4.6769
F 2.7661 4.3043 4.4076
F 3.5635 2.9347 5.9456
F 4.0925 2.6504 3.8273
O 1.2032 2.2419 3.0492
O 0.6718 2.4592 5.5171
C 2.2541 0.1708 7.0240
C 2.9827 -0.3170 8.0947
H 4.3617 -1.3436 10.0408
H 4.9543 -2.7753 9.1592
H 5.8168 -1.2504 9.0488
H 4.8374 -2.6907 6.5340
H 3.5276 -1.8083 4.5660
H 2.1720 -0.0473 3.5494
H 1.4407 0.8792 7.1785
H 2.8091 0.0908 9.0917
C -3.0494 1.0168 -6.5171
N -2.8653 2.0750 -5.5346
C -2.7263 3.4194 -6.0626
C -2.8097 1.8404 -4.1940
C -2.7188 2.9118 -3.2600
C -2.5106 2.6831 -1.9227
C -2.5103 1.3700 -1.3826
C -2.2644 1.0476 0.0230
C -1.6776 1.8587 0.9929
C -1.7671 1.6412 2.3873
C -2.7601 0.8225 2.9643
C -2.5993 0.3424 4.3022
C -3.2568 -0.7911 4.7167
C -4.1478 -1.4661 3.8237
N -4.5072 -2.7596 4.0315
C -5.2311 -3.5204 3.0323
C -3.9696 -3.5068 5.1498
C -4.5596 -0.7879 2.6446
C -3.9141 0.3638 2.2585
Pd -0.7036 0.3536 -2.3271
P 1.0787 1.5817 -2.9148
C 2.4155 1.3185 -1.7104
C 3.6823 0.8775 -2.1205
C 4.7087 0.7070 -1.1946
C 4.4994 0.9892 0.1579
C 3.2329 1.4050 0.5826
C 2.1867 1.4883 -0.3327
C 1.6242 1.2433 -4.6076
C 2.7558 1.9063 -5.1229
C 3.1385 1.7330 -6.4561
C 2.4181 0.8744 -7.2907
C 1.3067 0.1931 -6.7872
C 0.8999 0.3831 -5.4621
C 0.6928 3.3560 -2.8139
C 0.3035 4.0369 -3.9797
C -0.1436 5.3550 -3.9113
C -0.2397 6.0003 -2.6753
C 0.1227 5.3294 -1.5071
C 0.6225 4.0293 -1.5793
P -0.0985 -1.6296 -1.3865
C -1.3128 -2.8240 -2.0265
C -1.0370 -3.6437 -3.1297
C -2.0473 -4.4399 -3.6773
C -3.3194 -4.4706 -3.0964
C -3.5860 -3.7007 -1.9611
C -2.5911 -2.8769 -1.4363
C 1.6133 -2.1432 -1.7008
C 2.4537 -2.5298 -0.6415
C 3.7938 -2.8337 -0.8678
C 4.3288 -2.7249 -2.1509
C 3.5134 -2.3170 -3.2094
C 2.1605 -2.0527 -2.9940
C -0.2911 -1.8946 0.4002
C -0.6196 -3.1778 0.8726
C -0.7991 -3.4173 2.2346
C -0.5334 -2.4030 3.1543
C -0.0596 -1.1778 2.6972
C 0.0230 -0.8969 1.3372
C -2.8848 0.3076 -2.2875
C -2.8456 0.5112 -3.6901
H -2.2027 0.3148 -6.5268
H -3.9662 0.4390 -6.3280
H -3.1092 1.4935 -7.5033
H -1.7374 3.8509 -5.8266
H -2.8237 3.3560 -7.1553
H -3.4921 4.0973 -5.6536
H -2.7979 3.9437 -3.6108
H -2.4086 3.5101 -1.2206
H -2.5747 0.0408 0.3206
H -1.0354 2.6884 0.6750
H -1.0895 2.1814 3.0471
H -1.8966 0.8647 4.9599
H -3.0251 -1.2197 5.6927
H -4.5892 -3.8085 2.1843
H -5.6103 -4.4192 3.5223
H -6.0847 -2.9537 2.6529
H -4.2547 -3.0466 6.1064
H -4.3899 -4.5150 5.1067
H -2.8689 -3.5782 5.1051
H -5.3279 -1.2217 2.0027
H -4.2332 0.9124 1.3672
H 3.8575 0.6375 -3.1700
H 5.6833 0.3408 -1.5333
H 5.3118 0.8752 0.8748
H 3.0519 1.6722 1.6222
H 1.1825 1.7050 0.0376
H 3.3366 2.5635 -4.4748
H 4.0077 2.2670 -6.8447
H 2.7195 0.7319 -8.3338
H 0.7588 -0.4992 -7.4315
H 0.0164 -0.1473 -5.0961
H 0.3592 3.5348 -4.9441
H -0.4189 5.8845 -4.8237
H -0.6000 7.0284 -2.6225
H 0.0197 5.8183 -0.5330
H 0.9721 3.5594 -0.6640
H -0.0326 -3.6694 -3.5453
H -1.8420 -5.0451 -4.5585
H -4.1065 -5.0981 -3.5186
H -4.5663 -3.7346 -1.4764
H -2.8166 -2.2806 -0.5496
H 2.0590 -2.6039 0.3704
H 4.4236 -3.1422 -0.0314
H 5.3863 -2.9409 -2.3215
H 3.9386 -2.1941 -4.2076
H 1.5409 -1.7534 -3.8399
H -0.7605 -3.9980 0.1698
H -1.1323 -4.3959 2.5797
H -0.6917 -2.5602 4.2239
H 0.2363 -0.4171 3.4217
H 0.2943 0.1080 1.0159
H -3.2237 -0.6277 -1.8662
H -3.0008 -0.3357 -4.3589
*
```

These are the Löwdin partial charges, in e, on atoms 1 to 8: number 1, C, carries -0.081; number 2, C, carries -0.312; number 3, C, carries -0.070; number 4, C, carries -0.053; number 5, C, carries -0.293; number 6, C, carries -0.270; number 7, S, carries 0.673; number 8, C, carries -0.633

---

Molecular weight
In order: 94.16 101.10 981.61 1147.63
Unit: g/mol